ORCA calculation (ωB97M-V/def2-TZVPD) on an isolated molecule of C22H34N4O6S in a non-equilibrium geometry.

Last column: natural (NBO) charge in e.
Atoms and positions in Å:
C  0.53513  -2.24496  -2.13989  -0.622
C  -0.21105  -1.83561  -0.87608  -0.396
C  -1.71996  -2.05058  -1.02003  -0.207
N  -2.41391  -1.76792  0.22142  -0.463
C  -3.63830  -2.51183  0.43047  -0.196
C  -4.75559  -2.27438  -0.59810  -0.420
C  -6.01143  -3.05522  -0.23456  -0.602
C  -2.48510  -0.36603  0.57224  -0.226
C  -1.88834  -0.12989  1.97491  -0.233
N  -1.46303  1.24195  2.12028  -0.613
C  -0.17325  1.59557  2.26068  0.673
O  0.72621  0.82734  2.52336  -0.628
C  0.05506  3.08853  1.98889  -0.323
N  -0.33247  3.37408  0.61650  -0.420
C  -1.46868  4.08817  0.39642  0.657
O  -2.17831  4.49523  1.29273  -0.603
C  -1.75621  4.35639  -1.07233  -0.157
O  -1.53045  3.23216  -1.89519  -0.484
C  -0.34286  2.60267  -1.67560  0.353
C  0.19023  1.82264  -2.69354  -0.269
C  1.39012  1.16136  -2.50243  -0.196
C  2.05180  1.29739  -1.29759  -0.251
S  3.64816  0.50377  -1.08887  2.310
O  4.66318  1.44503  -1.46453  -0.939
O  3.60203  -0.74970  -1.79420  -0.952
N  3.70483  0.31340  0.56582  -0.687
C  4.98588  0.53069  1.20803  -0.257
C  5.83642  -0.73982  1.14519  -0.086
O  5.14997  -1.83354  1.71149  -0.524
C  3.93891  -2.08516  1.02926  -0.094
C  3.01620  -0.86391  1.06022  -0.266
C  1.53132  2.05643  -0.26880  -0.236
C  0.31199  2.70138  -0.43725  0.058
H  0.42893  -3.31283  -2.31641  0.201
H  0.13413  -1.71505  -3.00173  0.196
H  1.59345  -2.00941  -2.05575  0.237
H  -0.00650  -0.78373  -0.66309  0.189
H  0.14058  -2.42338  -0.02674  0.202
H  -2.09402  -1.43747  -1.85803  0.163
H  -1.89817  -3.09950  -1.26606  0.196
H  -4.00696  -2.26018  1.42839  0.188
H  -3.38050  -3.57516  0.43342  0.193
H  -4.40822  -2.58174  -1.58611  0.198
H  -4.99152  -1.20886  -0.64602  0.192
H  -5.79824  -4.12112  -0.19548  0.202
H  -6.79335  -2.88829  -0.97164  0.211
H  -6.38566  -2.74632  0.73919  0.200
H  -3.51578  0.01210  0.54918  0.180
H  -1.90512  0.22004  -0.14745  0.198
H  -1.00412  -0.75666  2.10015  0.239
H  -2.61485  -0.38329  2.75115  0.193
H  -2.15269  1.95811  1.94422  0.403
H  -0.57932  3.70274  2.63324  0.266
H  1.10198  3.34594  2.15427  0.227
H  -2.80580  4.63006  -1.19262  0.228
H  -1.12717  5.19980  -1.39910  0.198
H  -0.35558  1.74834  -3.62000  0.236
H  1.82159  0.54244  -3.27109  0.245
H  5.47749  1.35091  0.68604  0.242
H  4.79348  0.80488  2.25010  0.207
H  6.75646  -0.62577  1.72097  0.198
H  6.08121  -0.95059  0.09250  0.171
H  3.47686  -2.93346  1.53639  0.197
H  4.14581  -2.34543  -0.01873  0.185
H  2.14959  -1.03103  0.42301  0.225
H  2.67710  -0.64995  2.07741  0.233
H  2.07634  2.09829  0.65745  0.261

Cartesian forces, eV/Å:
C 0.0 0.1 0.2
C -0.2 -0.2 -0.3
C 0.3 0.1 0.2
N -0.1 -0.1 0.0
C -0.2 0.1 -0.3
C 0.1 -0.1 0.3
C 0.1 0.1 -0.1
C 0.2 -0.1 0.3
C 0.0 -0.2 -0.3
N -0.5 0.0 0.1
C -0.1 0.6 0.1
O 0.4 -0.2 0.1
C 0.1 -0.1 0.2
N 0.1 0.2 0.2
C -0.1 0.0 -0.3
O -0.2 0.1 0.0
C -0.2 0.5 0.1
O 0.1 -0.4 0.0
C 0.3 -0.1 0.0
C 0.0 0.1 0.2
C 0.0 -0.1 -0.1
C 0.4 -0.3 0.2
S -0.4 0.4 0.1
O 0.1 0.1 0.2
O -0.1 0.0 0.1
N -0.1 0.3 -1.1
C 0.7 0.0 0.0
C 0.0 0.3 0.0
O 0.0 0.0 0.2
C -0.3 0.0 -0.2
C -0.1 -0.6 0.2
C -0.2 0.2 0.0
C 0.0 -0.1 -0.5
H 0.0 -0.1 -0.1
H 0.0 0.0 -0.2
H 0.1 0.0 -0.1
H 0.0 0.1 0.1
H 0.0 0.0 0.1
H 0.0 -0.1 0.0
H 0.0 0.0 -0.1
H -0.1 -0.1 0.0
H -0.1 0.0 0.1
H 0.0 0.1 -0.1
H 0.0 0.0 -0.1
H 0.0 -0.1 0.0
H -0.1 -0.1 0.0
H -0.1 0.0 0.1
H 0.0 0.0 -0.1
H 0.0 0.0 0.0
H -0.2 0.0 0.0
H 0.1 -0.1 0.0
H 0.2 0.1 0.0
H 0.1 -0.1 -0.1
H -0.1 -0.1 0.0
H 0.2 0.0 0.1
H -0.1 -0.1 0.0
H 0.0 0.0 -0.1
H 0.0 -0.1 -0.2
H 0.1 0.0 0.2
H 0.0 0.0 -0.1
H 0.0 0.1 -0.1
H 0.1 0.0 0.1
H -0.1 0.0 -0.1
H 0.0 -0.1 0.1
H -0.2 -0.1 0.2
H 0.0 0.0 -0.1
H 0.0 0.0 0.2

Calculated values
Relative energy (zero: lowest compared OMol25 entry of this formula, charge and spin) ... 13.1 kcal/mol
Molecular weight ... 482.60 g mol⁻¹
SMILES string ... CCCN(CCC)CCNC(=O)CN1C(=O)COc2ccc(S(=O)(=O)N3CCOCC3)cc21
Total energy ... -1927.3712 hartree
HOMO energy ... -8.3 eV
Kohn-Sham gap ... 8.9 eV

ORCA calculation (ωB97M-V/def2-TZVPD) on C22H22N4O2 as an isolated structure in a non-equilibrium geometry.

Last column: natural (NBO) charge in e.
Atoms and positions in Å:
O  -1.22616  -2.28835  -1.94505  -0.552
C  -0.84339  -1.66605  -1.03702  0.645
C  0.54890  -1.18821  -0.72267  -0.248
C  1.34623  -1.11728  -1.76970  -0.136
C  2.60332  -0.83915  -1.64614  -0.150
C  2.95971  -0.54272  -0.13470  0.064
C  2.03592  -0.81916  1.02802  -0.236
C  0.80476  -1.06106  0.49128  -0.140
H  0.10590  -1.22987  1.34993  0.221
H  2.49091  -0.58360  1.87054  0.219
C  4.32565  0.20028  0.10172  -0.010
C  4.85258  1.10263  -0.79523  -0.258
C  6.26704  1.25830  -0.55275  -0.170
C  7.00379  0.95987  0.62241  -0.244
C  6.41322  -0.14588  1.23306  -0.183
C  5.06196  -0.59174  1.24151  -0.237
H  4.74246  -1.51561  1.76502  0.248
H  6.95909  -0.63206  2.24063  0.192
H  8.09460  1.31619  0.71577  0.245
H  6.64560  2.27290  -0.92622  0.199
H  4.32955  1.45984  -1.57069  0.222
H  3.14381  -0.41131  -2.15869  0.155
H  0.94405  -1.14069  -2.69736  0.213
C  -2.14732  -1.08768  0.06990  -0.304
H  -1.68469  -0.19579  0.31524  0.249
C  -2.61190  -2.23547  0.73641  -0.417
C  -3.80621  -1.86504  1.60624  -0.302
H  -4.26813  -2.31289  2.14148  0.144
C  -4.93294  -1.00129  0.85255  -0.116
N  -4.17288  0.00347  -0.00984  -0.469
C  -4.36181  1.45519  0.17161  0.695
O  -5.21166  1.70761  0.91376  -0.577
C  -3.52620  2.41441  -0.56569  -0.314
N  -2.15476  2.10927  -0.47516  -0.229
C  -1.21212  2.25572  -1.39701  0.209
N  0.05093  2.39426  -0.82538  -0.472
C  -0.23268  2.03660  0.27491  0.203
N  -1.54191  2.06942  0.99827  -0.304
H  0.48178  1.93846  1.20435  0.181
H  -1.49589  2.60397  -2.34611  0.208
H  -3.73844  2.23668  -1.48572  0.215
H  -4.00325  3.42536  0.03932  0.266
C  -3.30661  -0.56397  -0.92243  -0.219
H  -2.85781  0.08078  -1.61272  0.188
H  -3.77664  -1.25169  -1.62377  0.200
H  -5.44175  -0.52796  1.34794  0.161
H  -5.27044  -1.78957  0.12283  0.172
H  -3.26562  -1.10976  2.35540  0.159
H  -1.90334  -2.61949  1.27594  0.204
H  -3.21723  -2.96788  0.13399  0.211

Cartesian forces, eV/Å:
O 0.0 -1.8 -2.9
C -2.5 2.9 4.3
C -6.4 -2.7 -5.3
C 0.5 -0.1 -2.0
C -5.2 -3.9 15.7
C -0.1 0.6 -0.6
C 3.4 0.8 -9.5
C 0.5 -0.1 11.3
H -0.4 0.2 -1.4
H 0.8 0.8 4.4
C -2.6 -5.7 2.2
C 4.3 -3.5 4.8
C 0.2 5.9 0.6
C -0.5 -1.7 -3.0
C 0.3 -2.5 6.9
C 1.8 4.0 -4.8
H -0.1 1.1 -0.5
H -0.8 1.1 -2.9
H -2.1 -0.7 0.2
H -0.1 -1.7 -0.7
H -1.6 1.5 -2.7
H 9.9 6.5 -10.1
H -1.5 -0.5 -2.9
C 2.0 -0.7 -8.5
H 0.3 1.2 2.4
C -7.1 -0.8 -0.3
C 9.8 15.2 -8.1
H -9.3 -11.7 11.3
C 13.7 -8.9 -11.4
N -2.4 3.2 0.5
C 1.9 -7.2 -1.3
O -3.7 2.9 3.3
C -0.6 2.6 6.4
N 1.6 1.3 3.8
C -0.4 1.9 1.8
N -0.8 0.0 -9.2
C -1.0 -0.9 17.5
N 2.7 -1.0 -9.0
H -0.4 0.1 -2.3
H -0.1 -0.1 -1.4
H -2.0 0.1 -6.4
H 2.1 -2.2 -2.4
C 2.4 -1.6 0.8
H 0.5 1.6 -0.7
H -0.1 -0.9 0.5
H -10.4 8.1 9.6
H -1.0 1.1 0.7
H -1.4 -0.9 -1.1
H 3.8 -3.0 3.2
H 2.0 0.1 -0.8

Calculated values
Relative energy (zero: lowest compared OMol25 entry of this formula, charge and spin) ... 466.7 kcal/mol
Molecular weight ... 374.44 g mol⁻¹
Total energy ... -1220.3592 hartree
HOMO energy ... -8.0 eV
Kohn-Sham gap ... 7.9 eV

- Among the records above, which one has the lowest molecular weight?
  C22H22N4O2

- Among the records above, which one has the lowest Kohn-Sham gap?
  C22H22N4O2

- molecular weight of number 2 (C22H22N4O2)?
  374.44 g mol⁻¹

- Which of these has the highest relative energy (zero: lowest compared OMol25 entry of this formula, charge and spin)?
  C22H22N4O2